Run a
{"formula": "C2H4N4O2", "method": "wB97M-V/def2-TZVPD", "species": ["C", "C", "H", "H", "H", "H", "N", "N", "N", "N", "O", "O"], "coordinates": [[0.0069, -0.3542, -0.6154], [-1.0391, -1.1656, -0.7649], [1.7794, 0.2404, 1.6214], [2.9854, -0.6837, 0.6866], [-1.1655, -2.0234, -1.3264], [-0.8199, 2.6034, -0.0278], [2.2380, 0.0716, 0.4980], [1.3095, -0.4569, -0.6318], [-2.0733, -1.0497, 0.3331], [-0.5509, 0.8325, 0.1413], [-1.7642, 0.1814, 0.8678], [-0.9062, 1.8042, -0.7819]], "multiplicity": 1, "smiles": "N/N=c1/cnon1O", "total_charge": 0, "homo_ev": -8.690, "orbital_gap_ev": 7.6}

Run b
{"formula": "C2H4N4O2", "method": "wB97M-V/def2-TZVPD", "species": ["C", "C", "N", "N", "N", "N", "O", "O", "H", "H", "H", "H"], "coordinates": [[-1.2669, 0.5425, 1.2008], [0.8573, -1.0219, -0.4513], [-1.3866, -0.6150, 0.2759], [-0.3239, -0.9425, -0.2325], [-0.4917, 1.6481, 0.7158], [1.6723, -1.2244, -1.5372], [2.8051, -0.7787, -1.6295], [1.0820, -1.8934, -2.3908], [-2.2913, 0.6804, 1.4563], [-0.7212, 0.2287, 2.0801], [0.5015, 1.6502, 0.8195], [-0.4367, 1.7261, -0.3073]], "multiplicity": 1, "total_charge": 0, "homo_ev": [-9.754, -9.755], "orbital_gap_ev": [8.7, 8.7]}

Most stable to least stable: run b, run a

Run a
{"formula": "C2H7N", "method": "wB97M-V/def2-TZVPD", "species": ["C", "C", "N", "H", "H", "H", "H", "H", "H", "H"], "coordinates": [[0.6376, -0.4387, 1.2319], [0.4910, -0.3040, -0.2654], [0.4534, 0.7450, -1.0729], [1.6308, -0.0732, 1.4414], [0.4650, -1.4610, 1.5070], [-0.3865, 0.0866, 0.8458], [-2.2568, 0.1987, -1.1830], [0.5921, -1.2135, -0.8548], [-2.2431, 0.9300, -1.2026], [0.6165, 1.5302, -0.4473]], "multiplicity": 1, "smiles": "[H]/N=C\\C.[H][H]", "total_charge": 0, "homo_ev": -10.034, "orbital_gap_ev": 11.1}

Run b
{"formula": "C2H7N", "method": "wB97M-V/def2-TZVPD", "species": ["N", "H", "H", "H", "C", "C", "H", "H", "H", "H"], "coordinates": [[-1.7159, -1.1789, -1.6939], [-0.8878, -0.9300, -1.1955], [-1.8249, -2.1387, -1.9448], [-2.5783, -0.7824, -1.3892], [0.7935, 0.5627, 0.4488], [1.3985, 0.9195, 1.5848], [0.8405, 1.1837, -0.4349], [-0.0215, -0.1455, 0.5538], [1.7872, 1.9265, 1.6546], [1.2015, 0.3388, 2.4747]], "multiplicity": 1, "smiles": "C=C.N", "total_charge": 0, "homo_ev": -9.639, "orbital_gap_ev": 10.8}

Most stable to least stable: run b, run a

Run a
{"formula": "C2H7N", "method": "wB97M-V/def2-TZVPD", "species": ["C", "N", "C", "H", "H", "H", "H", "H", "H", "H"], "coordinates": [[-2.2266, 0.3348, -0.3581], [-0.9359, 0.2686, -0.3826], [1.9869, -0.2176, 0.2272], [-2.8260, 0.6457, 0.5058], [-2.7977, 0.2761, -1.2965], [-1.0841, -0.3382, 0.4693], [1.0581, -0.1448, 0.7719], [2.8581, 0.0943, 0.7955], [2.0492, -1.2742, -0.0404], [1.9181, 0.3552, -0.6920]], "multiplicity": 1, "smiles": "C=N.C", "total_charge": 0, "homo_ev": -9.667, "orbital_gap_ev": 10.4}

Run b
{"formula": "C2H7N", "method": "wB97M-V/def2-TZVPD", "species": ["C", "C", "N", "H", "H", "H", "H", "H", "H", "H"], "coordinates": [[0.2157, 1.2511, -0.0774], [-0.1128, -0.1024, 0.5249], [-0.2334, -1.2197, -0.4617], [1.2847, 1.3798, -0.0620], [-0.3110, 1.5942, -0.9696], [-0.0410, 1.9536, 0.7614], [0.4763, -0.3200, 1.4213], [-1.1146, 0.0960, 1.0163], [0.5145, -1.8216, -0.1666], [-0.0722, -1.0325, -1.4596]], "multiplicity": 1, "smiles": "CCN", "total_charge": 0, "homo_ev": -9.139, "orbital_gap_ev": 10.3}

Most stable to least stable: run b, run a

Run a
{"formula": "CH4OSSi", "method": "wB97M-V/def2-TZVPD", "species": ["C", "O", "Si", "S", "H", "H", "H", "H"], "coordinates": [[-0.2314, -0.9623, -2.4426], [-1.1674, 0.4995, 2.8398], [0.2436, 0.7545, 2.3940], [-0.3565, 0.6626, -2.2131], [-1.2137, -1.5539, -2.1695], [1.2603, 0.0731, 3.1131], [0.8348, 1.9291, 1.4400], [0.6303, -1.4025, -2.9617]], "multiplicity": 1, "smiles": "O=[SiH2].C=S", "total_charge": 0, "homo_ev": -9.125, "orbital_gap_ev": 8.4}

Run b
{"formula": "CH4OSSi", "method": "wB97M-V/def2-TZVPD", "species": ["C", "O", "Si", "S", "H", "H", "H", "H"], "coordinates": [[-1.9265, -0.5484, -0.3772], [-4.2612, -0.3825, 0.2203], [0.4792, 0.4182, 0.1294], [-3.1272, 0.5209, -0.0925], [-2.0188, -1.5190, 0.0065], [0.6883, 1.6648, 1.0094], [0.8027, 0.6974, -1.3233], [1.1372, -0.7638, 0.6908]], "multiplicity": 1, "total_charge": 0, "homo_ev": -9.243, "orbital_gap_ev": 8.4}

Most stable to least stable: run a, run b

Run a
{"formula": "C7H14N2O", "method": "wB97M-V/def2-TZVPD", "species": ["C", "C", "C", "C", "N", "C", "C", "C", "N", "O", "H", "H", "H", "H", "H", "H", "H", "H", "H", "H", "H", "H", "H", "H"], "coordinates": [[2.1025, -0.6895, -0.6116], [0.2612, -0.2540, -2.0803], [1.0417, 1.1924, 1.3946], [-2.3584, 1.0643, 1.0585], [0.6868, -0.3366, -0.6792], [-1.0471, -0.9921, 0.3318], [0.1834, 1.0293, 0.1248], [-1.1983, 0.2425, 0.6332], [-1.2250, -2.2918, 0.3370], [-0.0387, 2.0681, -0.5508], [-0.9280, -2.8326, 1.1391], [-1.1712, -2.7934, -0.5420], [2.7468, 0.1062, -1.0106], [2.4029, -0.8948, 0.4151], [0.8991, 0.4150, -2.6678], [-0.7520, 0.1389, -2.1454], [0.2791, -1.2536, -2.5280], [2.2860, -1.5905, -1.2040], [2.0270, 1.5592, 1.1030], [1.1499, 0.2764, 1.9798], [0.5707, 1.9530, 2.0176], [-3.3074, 0.5289, 1.0048], [-2.2115, 1.4188, 2.0819], [-2.3994, 1.9357, 0.3984]], "multiplicity": 1, "total_charge": 0, "homo_ev": -7.616, "orbital_gap_ev": 8.0}

Run b
{"formula": "C7H14N2O", "method": "wB97M-V/def2-TZVPD", "species": ["C", "C", "C", "C", "C", "C", "C", "H", "H", "H", "H", "H", "H", "H", "H", "H", "H", "H", "H", "H", "H", "N", "N", "O"], "coordinates": [[0.7621, 1.1507, -0.8379], [-0.7119, 1.5042, -0.9837], [-1.5470, 1.4218, 0.3117], [-1.2001, 0.3012, 1.3057], [-1.4343, -1.1549, 0.8513], [-1.1410, -1.5298, -0.6053], [0.3295, -1.3803, -1.0428], [1.2294, 1.7525, -0.0517], [1.2957, 1.3481, -1.7771], [-0.7395, 2.5562, -1.3541], [-1.1646, 0.9188, -1.7876], [-1.4084, 2.3618, 0.8592], [-2.6030, 1.3835, 0.0218], [-1.7964, 0.4586, 2.2057], [-0.1529, 0.4443, 1.5970], [-2.4893, -1.4155, 1.0283], [-0.8670, -1.8163, 1.5248], [-1.4209, -2.5820, -0.7519], [-1.8021, -0.9624, -1.2603], [0.9149, -2.2561, -0.7442], [0.3868, -1.2937, -2.1390], [1.8977, -0.5660, 0.4930], [1.0325, -0.2360, -0.4591], [2.4702, 0.3549, 1.0497]], "multiplicity": 1, "smiles": "O=NN1CCCCCCC1", "total_charge": 0, "homo_ev": -9.014, "orbital_gap_ev": 9.9}

Run c
{"formula": "C7H14N2O", "method": "wB97M-V/def2-TZVPD", "species": ["C", "C", "C", "C", "C", "C", "C", "N", "N", "O", "H", "H", "H", "H", "H", "H", "H", "H", "H", "H", "H", "H", "H", "H"], "coordinates": [[1.6889, 0.3250, -0.3103], [-3.5781, 0.3196, -0.0037], [2.9113, -0.4407, 0.1755], [0.2984, -2.0055, 0.1975], [-0.8343, 0.2621, -0.1158], [-2.3580, -0.5822, -0.1222], [0.1899, -0.5434, -0.0046], [-0.9659, 1.6039, -0.3745], [1.7614, 1.7091, 0.1245], [-2.5200, -1.7746, -0.2541], [1.6818, 0.3345, -1.4069], [-0.0853, 2.1046, -0.4399], [-1.6636, 2.0741, 0.1815], [2.0379, 1.8080, 1.0972], [2.3880, 2.2441, -0.4667], [-3.5943, 1.0246, -0.8336], [-3.5445, 0.8742, 0.9345], [-4.4864, -0.2819, -0.0450], [2.9753, -1.4387, -0.2493], [3.8401, 0.0642, -0.1106], [2.8972, -0.5026, 1.2655], [-0.6393, -2.4299, 0.5489], [1.0456, -2.2464, 0.9524], [0.5539, -2.5021, -0.7401]], "multiplicity": 1, "smiles": "CC(=O)/C(N)=C(\\C)[C@H](C)N", "total_charge": 0, "homo_ev": -7.946, "orbital_gap_ev": 8.9}

Most stable to least stable: run c, run b, run a

Run a
{"formula": "C7H14N2O", "method": "wB97M-V/def2-TZVPD", "species": ["C", "C", "C", "C", "C", "C", "N", "C", "N", "H", "H", "H", "H", "H", "H", "H", "H", "H", "H", "H", "H", "O", "H", "H"], "coordinates": [[-4.5522, 1.2726, -0.9760], [-4.0764, 0.4279, 0.1834], [-3.7187, -1.0308, 0.0364], [-3.7890, -1.7476, -1.2928], [-2.6423, -0.0204, 0.3610], [-1.5600, 0.3641, -0.6363], [-1.0599, 1.7283, -0.5141], [-0.4193, -0.5831, -0.5255], [0.3899, -1.4151, -0.5154], [-3.9844, 1.0948, -1.8973], [-5.6101, 1.0607, -1.1920], [-4.4714, 2.3428, -0.7347], [-4.5722, 0.6793, 1.1245], [-4.0067, -1.6612, 0.8813], [-3.5498, -1.0958, -2.1430], [-3.0898, -2.5963, -1.3153], [-4.8021, -2.1427, -1.4562], [-2.2761, -0.0234, 1.3915], [-1.9313, 0.2525, -1.6664], [-1.7636, 2.3728, -0.8641], [-0.8990, 1.9671, 0.4613], [2.5628, -0.2552, 1.3724], [1.7247, 0.1322, 1.6452], [2.3407, -1.0709, 0.8721]], "multiplicity": 1, "smiles": "C[C@@H]1[C@H](C)[C@@H]1[C@@H](N)C#N.O", "total_charge": 0, "homo_ev": -10.044, "orbital_gap_ev": 10.6}

Run b
{"formula": "C7H14N2O", "method": "wB97M-V/def2-TZVPD", "species": ["C", "C", "C", "C", "C", "C", "N", "C", "N", "H", "H", "H", "H", "H", "H", "H", "H", "H", "H", "H", "H", "O", "H", "H"], "coordinates": [[2.2654, 1.0476, -0.3193], [1.5287, 0.3267, 0.7861], [0.2739, 0.8735, 1.4219], [-0.3461, 2.1817, 0.9879], [0.2075, -0.3815, 0.5827], [-0.4715, -0.4205, -0.7752], [0.1343, -1.3341, -1.7391], [-1.9197, -0.7636, -0.6392], [-3.0436, -0.6344, -0.2717], [1.5937, 1.4677, -1.0781], [2.8591, 1.8764, 0.0944], [2.9599, 0.3653, -0.8313], [2.1985, -0.1911, 1.4774], [0.1894, 0.6951, 2.4969], [-0.2040, 2.3884, -0.0807], [-1.4276, 2.1840, 1.1871], [0.1029, 3.0169, 1.5448], [0.0885, -1.3191, 1.1331], [-0.4619, 0.5793, -1.2351], [1.0234, -0.9588, -2.0558], [0.3223, -2.2381, -1.3132], [-2.6785, -3.1241, -0.7210], [-1.7783, -3.2445, -0.3835], [-3.4165, -2.3930, -0.2692]], "multiplicity": 1, "smiles": "C[C@@H]1[C@H](C)[C@@H]1[C@@H](N)C#N.O", "total_charge": 0, "homo_ev": -9.903, "orbital_gap_ev": 10.4}

Most stable to least stable: run a, run b